(a)
The following is a quantum chemistry calculation of one molecule with the formula C6H6, from the Open Molecules 2025 dataset.

SMILES: C#CCC#CC
Orbital gap in eV: 10.55

Bonds (Å) are listed after each position.
Positions of all 12 atoms, in Å:
1 C 3.172 0.494 0.117  C2 1.203, H7 1.068
2 C 2.243 -0.173 -0.257  C1 1.203, C3 1.471
3 C 1.120 -1.004 -0.717  C2 1.471, C4 1.471, H8 1.097, H9 1.097
4 C -0.196 -0.413 -0.431  C3 1.471, C5 1.204
5 C -1.278 0.064 -0.200  C4 1.204, C6 1.464
6 C -2.589 0.647 0.085  C5 1.464, H10 1.095, H11 1.095, H12 1.095
7 H 3.992 1.090 0.451  C1 1.068
8 H 1.219 -1.173 -1.797  C3 1.097
9 H 1.189 -1.991 -0.244  C3 1.097
10 H -2.723 0.800 1.161  C6 1.095
11 H -2.702 1.616 -0.411  C6 1.095
12 H -3.393 -0.009 -0.265  C6 1.095

natural (NBO) population analysis, charges in e, atoms 1 to 8: number 1, C, carries -0.231; number 2, C, carries 0.001; number 3, C, carries -0.536; number 4, C, carries -0.027; number 5, C, carries 0.022; number 6, C, carries -0.682; number 7, H, carries 0.236; number 8, H, carries 0.256

(b)
The following is a quantum chemistry calculation of one molecule with the formula C6H6, from the Open Molecules 2025 dataset.

SMILES: C#CCC#CC
Orbital gap in eV: 9.85

Bonds (Å) are listed after each position.
Positions of all 12 atoms, in Å:
1 C 3.136 0.501 0.308  C2 1.211, H7 1.065
2 C 2.253 -0.047 -0.314  C1 1.211, C3 1.432
3 C 1.112 -0.818 -0.707  C2 1.432, C4 1.480, H8 1.088, H9 1.206
4 C -0.224 -0.286 -0.356  C3 1.480, C5 1.212
5 C -1.321 0.146 -0.074  C4 1.212, C6 1.475
6 C -2.649 0.649 0.323  C5 1.475, H10 1.096, H11 1.096, H12 1.097
7 H 3.780 0.396 1.150  C1 1.065
8 H 1.102 -1.409 -1.621  C3 1.088
9 H 1.833 -1.488 -0.009  C3 1.206
10 H -2.617 1.087 1.328  C6 1.096
11 H -3.010 1.424 -0.363  C6 1.096
12 H -3.394 -0.155 0.336  C6 1.097

natural (NBO) population analysis, charges in e, atoms 1 to 8: number 1, C, carries -0.272; number 2, C, carries -0.042; number 3, C, carries -0.531; number 4, C, carries -0.044; number 5, C, carries 0.040; number 6, C, carries -0.684; number 7, H, carries 0.233; number 8, H, carries 0.260

(a) is preferred energetically. Next in line: 177.3 kJ/mol higher.

(a)
The following is a quantum chemistry calculation of one molecule with the formula C6H6, from the Open Molecules 2025 dataset.

Orbital gap in eV: 8.81

Bonds (Å) are listed after each position.
Positions of all 12 atoms, in Å:
1 C 0.133 -1.229 1.570  C2 1.530, H7 1.093, H8 1.094, H9 1.094
2 C 0.310 0.238 1.174  C1 1.530, C3 1.452, H10 1.094, H11 1.096
3 C 0.011 0.512 -0.220  C2 1.452, C4 1.203
4 C 0.012 0.763 -1.397  C3 1.203, C5 1.405
5 C -0.382 0.988 -2.727  C4 1.405, C6 1.309, H12 1.100
6 C -0.004 1.308 -3.938  C5 1.309
7 H 0.572 -1.389 2.558  C1 1.093
8 H -0.922 -1.519 1.609  C1 1.094
9 H 0.640 -1.885 0.856  C1 1.094
10 H 1.359 0.529 1.278  C2 1.094
11 H -0.275 0.899 1.825  C2 1.096
12 H -1.455 0.785 -2.588  C5 1.100

natural (NBO) population analysis, charges in e, atoms 1 to 8: number 1, C, carries -0.590; number 2, C, carries -0.481; number 3, C, carries 0.069; number 4, C, carries -0.061; number 5, C, carries -0.672; number 6, C, carries 0.292; number 7, H, carries 0.213; number 8, H, carries 0.211

(b)
The following is a quantum chemistry calculation of one molecule with the formula C6H6, from the Open Molecules 2025 dataset.

SMILES: C#CC(C)C#C
Orbital gap in eV: 11.04

Bonds (Å) are listed after each position.
Positions of all 12 atoms, in Å:
1 C -2.001 -1.584 0.303  C2 1.203, H7 1.067
2 C -1.184 -0.712 0.164  C1 1.203, C3 1.476
3 C -0.239 0.409 -0.002  C2 1.476, C4 1.542, C5 1.475, H8 1.100
4 C 0.410 0.431 -1.400  C3 1.542, H9 1.094, H10 1.094, H11 1.094
5 C 0.793 0.389 1.052  C3 1.475, C6 1.203
6 C 1.653 0.384 1.894  C5 1.203, H12 1.067
7 H -2.736 -2.345 0.447  C1 1.067
8 H -0.819 1.336 0.118  C3 1.100
9 H 1.037 -0.453 -1.550  C4 1.094
10 H -0.361 0.453 -2.175  C4 1.094
11 H 1.034 1.325 -1.493  C4 1.094
12 H 2.413 0.367 2.642  C6 1.067

natural (NBO) population analysis, charges in e, atoms 1 to 8: number 1, C, carries -0.223; number 2, C, carries -0.001; number 3, C, carries -0.371; number 4, C, carries -0.572; number 5, C, carries 0.019; number 6, C, carries -0.240; number 7, H, carries 0.238; number 8, H, carries 0.255

(b) is preferred energetically. Next in line: 212.1 kJ/mol higher.

(a)
The following is a quantum chemistry calculation of one molecule with the formula C6H8N2O4, from the Open Molecules 2025 dataset.

Orbital gap (alpha / beta) in eV: 8.10 / 8.10

Bonds (Å) are listed after each position.
Positions of all 20 atoms, in Å:
1 C 0.547 0.844 -0.781  C2 1.519, C6 1.448, O10 1.222
2 C -0.799 1.469 -0.455  C1 1.519, C3 1.511, H13 1.037, H14 1.087
3 C -1.871 0.406 -0.383  C2 1.511, C4 1.482, H15 1.029, H16 1.100
4 C -1.594 -0.654 0.615  C3 1.482, C5 1.585, H17 1.115, H18 1.144
5 C -0.213 -1.378 0.335  C4 1.585, C6 1.481, H19 1.085, H20 1.096
6 C 0.815 -0.452 -0.193  C1 1.448, C5 1.481, N8 1.359
7 N 2.195 0.650 1.150  O11 1.170, O12 1.561
8 N 2.057 -1.002 -0.222  C6 1.359, O9 1.234, O12 1.318
9 O 2.368 -2.168 -0.481  N8 1.234
10 O 1.310 1.405 -1.552  C1 1.222
11 O 2.423 1.798 1.130  N7 1.170
12 O 3.013 -0.149 0.088  N7 1.561, N8 1.318
13 H -0.782 1.841 0.513  C2 1.037
14 H -0.933 2.182 -1.263  C2 1.087
15 H -2.687 0.993 -0.163  C3 1.029
16 H -1.928 -0.186 -1.308  C3 1.100
17 H -1.300 -0.248 1.611  C4 1.115
18 H -2.540 -1.297 0.605  C4 1.144
19 H 0.129 -1.917 1.212  C5 1.085
20 H -0.210 -2.136 -0.457  C5 1.096

natural (NBO) population analysis, charges in e, atoms 1 to 8: number 1, C, carries 0.522; number 2, C, carries -0.486; number 3, C, carries -0.400; number 4, C, carries -0.388; number 5, C, carries -0.442; number 6, C, carries -0.032; number 7, N, carries 0.355; number 8, N, carries 0.442

(b)
The following is a quantum chemistry calculation of one molecule with the formula C6H8N2O4, from the Open Molecules 2025 dataset.

SMILES: NOC(=O)CCc1c[nH]oc1=O
Orbital gap in eV: 9.71

Bonds (Å) are listed after each position.
Positions of all 20 atoms, in Å:
1 N -2.281 1.278 0.969  O2 1.423, H13 1.020, H14 1.033
2 O -2.327 -0.011 0.366  N1 1.423, C3 1.406
3 C -1.428 -1.010 0.777  O2 1.406, O4 1.212, C5 1.541
4 O -1.443 -2.162 0.399  C3 1.212
5 C -0.201 -0.642 1.635  C3 1.541, C6 1.557, H15 1.090, H16 1.060
6 C 1.146 -0.762 0.865  C5 1.557, C7 1.504, H17 1.130, H18 1.103
7 C 1.098 -0.089 -0.480  C6 1.504, C8 1.359, C11 1.459
8 C 1.329 -0.671 -1.686  C7 1.359, N9 1.385, H19 1.093
9 N 1.232 0.301 -2.668  C8 1.385, O10 1.416, H20 1.012
10 O 0.786 1.529 -2.123  N9 1.416, C11 1.383
11 C 0.754 1.301 -0.760  C7 1.459, O10 1.383, O12 1.231
12 O 0.532 2.137 0.116  C11 1.231
13 H -1.450 1.808 0.709  N1 1.020
14 H -3.125 1.830 0.744  N1 1.033
15 H -0.241 -1.314 2.492  C5 1.090
16 H -0.281 0.353 1.993  C5 1.060
17 H 1.361 -1.856 0.687  C6 1.130
18 H 1.991 -0.353 1.445  C6 1.103
19 H 1.578 -1.720 -1.864  C8 1.093
20 H 0.972 0.053 -3.614  N9 1.012

natural (NBO) population analysis, charges in e, atoms 1 to 8: number 1, N, carries -0.552; number 2, O, carries -0.393; number 3, C, carries 0.805; number 4, O, carries -0.574; number 5, C, carries -0.518; number 6, C, carries -0.400; number 7, C, carries -0.225; number 8, C, carries 0.035

(b) is preferred energetically. Next in line: 405.8 kJ/mol higher.

(a)
The following is a quantum chemistry calculation of one molecule with the formula C4H5N3, from the Open Molecules 2025 dataset.

SMILES: [H]/N=c1/cc[nH]nc1
Orbital gap in eV: 8.75

Bonds (Å) are listed after each position.
Positions of all 12 atoms, in Å:
1 H -2.571 -1.038 0.376  N2 1.129
2 N -2.262 -0.018 0.005  H1 1.129, C3 1.268
3 C -1.003 -0.153 -0.054  N2 1.268, C4 1.431, C8 1.453
4 C -0.299 1.088 -0.164  C3 1.431, C5 1.271, H9 1.278
5 C 0.968 1.094 -0.064  C4 1.271, N6 1.382, H10 1.241
6 N 1.740 -0.051 -0.008  C5 1.382, N7 1.360, H11 1.171
7 N 1.174 -1.277 -0.163  N6 1.360, C8 1.303
8 C -0.118 -1.303 0.004  C3 1.453, N7 1.303, H12 1.190
9 H -1.267 1.906 -0.325  C4 1.278
10 H 1.404 2.209 0.262  C5 1.241
11 H 2.826 -0.103 0.428  N6 1.171
12 H -0.591 -2.353 -0.297  C8 1.190

natural (NBO) population analysis, charges in e, atoms 1 to 8: number 1, H, carries 0.312; number 2, N, carries -0.633; number 3, C, carries 0.141; number 4, C, carries -0.293; number 5, C, carries -0.020; number 6, N, carries -0.420; number 7, N, carries -0.180; number 8, C, carries -0.034

(b)
The following is a quantum chemistry calculation of one molecule with the formula C4H5N3, from the Open Molecules 2025 dataset.

SMILES: C1=NN=CN2C[C@@H]12
Orbital gap in eV: 8.98

Bonds (Å) are listed after each position.
Positions of all 12 atoms, in Å:
1 C -0.805 -0.354 1.105  N2 1.285, C7 1.479, H8 1.119
2 N -1.574 -0.433 0.079  C1 1.285, N3 1.303
3 N -1.064 -0.338 -1.116  N2 1.303, C4 1.308
4 C 0.209 -0.136 -1.336  N3 1.308, N5 1.397, H9 0.984
5 N 1.228 0.005 -0.389  C4 1.397, C6 1.432, C7 1.546
6 C 1.080 1.152 0.454  N5 1.432, C7 1.496, H10 1.157, H11 1.139
7 C 0.660 -0.160 1.039  C1 1.479, N5 1.546, C6 1.496, H12 1.095
8 H -1.291 -0.651 2.069  C1 1.119
9 H 0.491 -0.105 -2.277  C4 0.984
10 H 0.398 2.059 0.228  C6 1.157
11 H 2.026 1.725 0.728  C6 1.139
12 H 1.389 -0.686 1.663  C7 1.095

natural (NBO) population analysis, charges in e, atoms 1 to 8: number 1, C, carries 0.072; number 2, N, carries -0.251; number 3, N, carries -0.298; number 4, C, carries 0.259; number 5, N, carries -0.415; number 6, C, carries -0.247; number 7, C, carries -0.167; number 8, H, carries 0.203

(b) is preferred energetically. Next in line: 21.2 kJ/mol higher.